The following is a DFT calculation (ωB97M-V/def2-TZVPD) of a cluster of 6 separate species, C45H83N7O9P in total at a distorted geometry.

Each line ends with the Mulliken charge.
Cartesian coordinates (Å):
C  1.707  2.615  3.667  -1.518
C  0.598  1.542  3.718  -0.036
C  -0.357  1.731  2.514  -0.417
C  -1.623  0.799  2.610  0.215
C  -1.716  -0.187  1.455  0.105
C  -2.353  0.230  0.303  0.640
P  -2.981  1.985  0.324  0.462
N  -3.637  2.422  -1.164  -0.202
O  -4.300  1.919  1.349  -0.698
C  -2.427  -0.707  -0.741  0.979
C  -3.051  -0.337  -2.079  -0.921
O  -2.443  0.436  -2.779  -0.448
O  -4.217  -0.880  -2.537  -0.508
C  -1.907  -1.997  -0.617  0.437
C  -1.968  -3.012  -1.755  -1.560
C  -0.556  -3.125  -2.366  0.509
C  0.064  -1.955  -2.783  0.948
C  1.322  -1.966  -3.345  -1.217
C  1.999  -3.174  -3.507  0.746
C  3.365  -3.181  -4.164  -1.368
C  1.383  -4.318  -3.053  -0.538
C  0.124  -4.325  -2.486  -0.860
C  -1.284  -2.335  0.583  1.575
C  -0.731  -3.736  0.713  -1.681
N  -1.191  -1.414  1.568  1.004
C  -0.483  -1.805  2.803  -0.897
C  -1.351  -2.632  3.781  -0.586
C  -2.850  -2.240  3.799  -0.058
C  -3.406  -2.345  5.251  -1.222
C  -3.045  -1.027  5.970  -0.794
C  -3.825  0.190  5.416  0.224
C  -3.591  1.386  6.384  -1.263
C  -3.514  2.738  5.642  -0.307
C  -4.859  3.176  4.999  -1.072
C  -4.653  3.639  3.528  0.852
O  -4.857  5.039  3.394  -0.547
C  -4.323  5.451  2.150  -0.548
H  1.286  3.625  3.727  0.379
H  2.349  2.502  2.784  0.314
H  2.355  2.471  4.546  0.435
H  0.061  1.602  4.677  0.270
H  1.081  0.551  3.696  0.063
H  -0.688  2.775  2.557  0.327
H  0.173  1.489  1.586  0.195
H  -2.537  1.384  2.720  -0.646
H  -1.524  0.233  3.547  0.285
H  -3.171  3.222  -1.570  0.091
H  -4.646  2.526  -1.155  0.237
H  -4.250  2.766  1.819  -0.047
H  -4.962  -0.694  -1.946  0.374
H  -2.343  -3.980  -1.410  0.558
H  -2.650  -2.671  -2.544  0.577
H  -0.428  -0.988  -2.677  -0.142
H  1.784  -1.032  -3.662  0.431
H  3.416  -2.394  -4.930  0.341
H  4.095  -2.908  -3.389  0.250
H  3.625  -4.156  -4.584  0.341
H  1.933  -5.255  -3.165  0.403
H  -0.368  -5.228  -2.128  0.431
H  0.208  -3.773  0.144  0.271
H  -1.434  -4.450  0.275  0.336
H  -0.562  -4.063  1.738  0.190
H  0.410  -2.393  2.573  0.390
H  -0.117  -0.934  3.345  -0.907
H  -1.300  -3.716  3.617  0.424
H  -0.916  -2.481  4.773  0.596
H  -3.461  -2.931  3.196  0.354
H  -3.031  -1.234  3.401  -0.166
H  -2.963  -3.202  5.776  0.330
H  -4.487  -2.520  5.165  0.473
H  -3.247  -1.146  7.043  0.578
H  -1.962  -0.872  5.819  0.235
H  -4.890  -0.079  5.478  0.500
H  -3.520  0.446  4.395  -0.260
H  -4.383  1.455  7.142  0.272
H  -2.637  1.219  6.905  0.546
H  -3.206  3.491  6.384  0.517
H  -2.693  2.677  4.911  -0.063
H  -5.342  3.962  5.588  0.462
H  -5.514  2.295  4.933  0.304
H  -5.350  3.088  2.865  0.359
H  -3.618  3.418  3.201  -0.563
H  -3.237  5.262  2.094  0.225
H  -4.830  4.964  1.298  0.418
H  -4.460  6.533  2.020  0.222
C  6.226  -5.238  -3.526  0.100
O  5.340  -5.244  -2.687  -0.629
N  7.457  -4.732  -3.348  0.135
C  8.454  -4.760  -4.402  -0.943
C  7.795  -4.141  -2.066  -0.959
H  6.077  -5.661  -4.533  0.339
H  9.328  -5.323  -4.064  0.362
H  8.754  -3.739  -4.642  0.335
H  8.051  -5.230  -5.296  0.304
H  7.681  -4.887  -1.278  0.300
H  7.116  -3.313  -1.856  0.272
H  8.820  -3.779  -2.080  0.392
C  0.870  3.570  -1.742  -0.104
O  0.685  2.902  -0.739  -0.570
N  0.719  3.123  -3.003  0.299
C  0.952  3.967  -4.160  -0.991
C  0.306  1.743  -3.200  -0.481
H  1.184  4.626  -1.690  0.334
H  0.036  4.038  -4.750  0.338
H  1.742  3.532  -4.775  0.327
H  1.254  4.966  -3.850  0.318
H  -0.656  1.585  -2.715  -0.025
H  1.042  1.081  -2.739  0.201
H  0.223  1.517  -4.261  0.396
C  5.373  -3.661  -7.565  0.097
O  6.492  -3.749  -7.092  -0.609
N  4.847  -2.543  -8.102  0.137
C  3.505  -2.507  -8.648  -0.945
C  5.657  -1.336  -8.132  -0.973
H  4.681  -4.519  -7.590  0.326
H  3.548  -2.233  -9.704  0.371
H  2.911  -1.765  -8.109  0.335
H  3.027  -3.480  -8.554  0.301
H  6.568  -1.523  -8.700  0.299
H  5.936  -1.059  -7.115  0.287
H  5.099  -0.524  -8.593  0.399
C  -4.511  6.783  -0.626  0.088
O  -4.333  5.691  -0.114  -0.642
N  -4.148  7.118  -1.877  0.174
C  -4.391  8.440  -2.426  -0.940
C  -3.492  6.121  -2.705  -0.907
H  -5.000  7.608  -0.082  0.240
H  -5.024  8.357  -3.311  0.345
H  -3.441  8.898  -2.707  0.345
H  -4.886  9.073  -1.693  0.306
H  -4.147  5.256  -2.822  0.253
H  -2.569  5.795  -2.219  0.296
H  -3.261  6.538  -3.682  0.406
C  2.128  -2.945  4.598  0.056
O  1.194  -3.003  5.382  -0.648
N  3.289  -2.313  4.827  0.128
C  4.361  -2.285  3.849  -1.014
C  3.476  -1.635  6.101  -0.978
H  2.088  -3.427  3.605  0.390
H  5.255  -2.743  4.275  0.362
H  4.581  -1.250  3.579  0.348
H  4.076  -2.832  2.951  0.362
H  3.378  -2.355  6.915  0.315
H  2.708  -0.871  6.224  0.278
H  4.459  -1.174  6.138  0.422

The gap between HOMO and LUMO is 7.55 eV. Its lowest unoccupied orbital energy is -2.9 eV. Its HOMO energy is -10.406 eV. As for the spin multiplicity: 1. As for the charge: +1.

---

The following is a DFT calculation (ωB97M-V/def2-TZVPD) of a cluster of 2 separate species, C7H12N in total at a distorted geometry.

Each line ends with the natural charge from an NBO analysis.
Cartesian coordinates (Å):
C  1.655  -3.246  -0.872  0.071
C  1.318  -2.092  -0.778  -0.151
C  0.031  1.281  0.613  -0.344
C  1.470  1.359  0.589  -0.228
C  0.767  -0.131  0.628  -0.065
C  0.616  -0.978  1.856  -0.633
C  1.031  -0.769  -0.563  0.038
N  -2.595  0.215  -1.796  -1.077
H  1.910  -4.213  -1.109  0.254
H  -0.419  1.672  1.515  0.286
H  -0.424  1.061  -0.418  0.282
H  2.096  1.558  -0.242  0.241
H  2.100  1.493  1.377  0.248
H  -0.463  -1.193  1.979  0.244
H  0.942  -0.583  2.821  0.253
H  1.069  -1.937  1.601  0.241
H  0.734  -0.226  -1.508  0.254
H  -1.812  -0.244  -2.095  0.336
H  -3.202  0.448  -2.562  0.386
H  -3.014  -0.423  -1.134  0.366

The gap between HOMO and LUMO is 7.08 eV. Its lowest unoccupied orbital energy is -6.3 eV. Its HOMO energy is -13.342 eV. As for the spin multiplicity: 1. The value obtained for the energy above the lowest of the compared OMol25 structures with the same formula, charge and spin is 118.7 kcal/mol. As for the charge: +1.

---

The following is a DFT calculation (ωB97M-V/def2-TZVPD) of a cluster of 3 separate species, C3H5NO2 in total at a distorted geometry.

Each line ends with the natural charge from an NBO analysis.
Cartesian coordinates (Å):
N  2.961  0.855  -0.166  -0.331
C  2.141  0.221  -0.675  0.048
O  -0.504  -1.103  -1.211  -0.570
C  -0.867  -1.571  -0.152  0.307
C  -0.923  1.379  0.653  0.290
O  -1.327  0.466  1.333  -0.515
H  -0.673  2.360  1.090  0.127
H  1.338  -0.357  -1.118  0.258
H  -0.169  -1.741  0.685  0.126
H  -1.912  -1.880  0.015  0.132
H  -0.778  1.266  -0.439  0.126

The gap between HOMO and LUMO is 11.12 eV. Its lowest unoccupied orbital energy is 0.3 eV. Its HOMO energy is -10.779 eV. As for the spin multiplicity: 1. The value obtained for the energy above the lowest of the compared OMol25 structures with the same formula, charge and spin is 68.2 kcal/mol. The SMILES is C#N.C=O.C=O.

---

The following is a DFT calculation (ωB97M-V/def2-TZVPD) of a cluster of 2 separate species, C6H13O2 in total at a distorted geometry.

Each line ends with the natural charge from an NBO analysis.
Cartesian coordinates (Å):
C  1.387  -0.787  2.203  -0.784
C  1.169  0.652  2.967  0.796
O  2.233  1.217  3.173  -0.801
O  0.016  0.943  3.239  -0.785
H  2.332  -1.047  2.724  0.195
H  1.265  -0.831  1.197  0.196
H  0.690  -1.524  2.597  0.175
C  -0.411  0.057  -0.978  -0.273
C  0.262  0.154  -2.483  -0.993
C  -1.240  1.375  -0.923  -0.738
C  -1.106  -1.253  -0.769  -0.881
H  0.517  0.329  -0.389  0.184
H  1.298  -0.318  -2.288  0.175
H  -2.246  1.385  -1.251  0.188
H  -1.403  1.511  0.162  0.207
H  -0.720  2.257  -1.299  0.189
H  -0.667  -1.811  0.051  0.214
H  -2.116  -1.131  -0.235  0.196
H  0.265  1.195  -2.847  0.179
H  -0.243  -0.459  -3.198  0.167
H  -1.281  -1.914  -1.655  0.193

The gap between HOMO and LUMO (alpha / beta) is 2.99 / 7.91 eV. Its lowest unoccupied orbital energy (alpha / beta) is 6.6 / 6.4 eV. Its HOMO energy (alpha / beta) is 3.602 / -1.465 eV. Its expectation value of S² is 0.750. As for the spin multiplicity: 2. The value obtained for the energy above the lowest of the compared OMol25 structures with the same formula, charge and spin is 31.9 kcal/mol. As for the charge: -2.

---

spin multiplicity of number 4 (C6H13O2)?
2